No. 1
{
  "formula": "C5H9N",
  "method": "ωB97M-V with the def2-TZVPD basis set",
  "spin_multiplicity": 1,
  "e_tot_ev": -6817.74271,
  "de_lowest_ev": 3.252,
  "homo_energy_ha": -0.32851,
  "symbols": ["C", "C", "C", "N", "C", "C", "H", "H", "H", "H", "H", "H", "H", "H", "H"],
  "positions_angstrom": [[-1.43580, 0.20571, 0.95483], [-0.17323, 0.09157, 0.15569], [1.32295, 0.02576, 0.50799], [1.33733, -0.29828, -0.98573], [0.14726, -1.16898, -0.66542], [0.28949, 0.91172, -1.03453], [-2.26594, -0.12424, 0.31502], [-1.63901, 1.21993, 1.30589], [-1.38687, -0.48132, 1.80552], [1.89474, 0.93571, 0.72715], [1.58360, -0.78392, 1.19771], [0.36367, -2.06884, -0.06586], [-0.41930, -1.43874, -1.56173], [-0.51145, 1.16212, -1.75852], [0.89255, 1.81178, -0.89803]],
  "atomic_forces_ev_per_a": [[0.0, 0.1, 0.1], [-0.3, 0.0, 0.3], [0.2, 0.0, 0.4], [-0.2, 0.4, -0.3], [-0.2, -0.2, -0.1], [0.2, 0.0, -0.1], [0.1, 0.2, 0.2], [0.0, -0.1, 0.1], [-0.1, 0.2, 0.0], [-0.4, -0.1, 0.1], [0.3, -0.1, -0.4], [0.1, 0.2, -0.3], [-0.2, 0.2, 0.2], [0.8, -1.1, -0.6], [-0.4, 0.1, 0.4]],
  "lowdin_charge": [-0.031, -0.469, -0.133, -0.013, -0.153, -0.093, 0.083, 0.076, 0.080, 0.108, 0.109, 0.112, 0.111, 0.116, 0.096]
}


No. 2
{
  "formula": "C5H9N",
  "method": "ωB97M-V with the def2-TZVPD basis set",
  "spin_multiplicity": 1,
  "smiles": "C=N/C=C/CC",
  "e_tot_ev": -6818.63862,
  "de_lowest_ev": 2.356,
  "homo_energy_ha": -0.32543,
  "symbols": ["C", "N", "C", "C", "C", "C", "H", "H", "H", "H", "H", "H", "H", "H", "H"],
  "positions_angstrom": [[0.00800, -1.14515, 2.83652], [-0.96150, -1.10912, 1.98338], [-0.70436, -0.78472, 0.68202], [0.34025, -0.05602, 0.16590], [0.59655, 0.12779, -1.38127], [-0.13189, 1.31053, -1.94634], [-0.30354, -1.15111, 3.91045], [1.04042, -0.92165, 2.79322], [-1.38413, -1.15927, -0.19887], [0.93145, 0.52259, 0.84886], [1.63998, 0.10818, -1.69444], [0.10371, -0.80899, -1.87849], [0.24484, 2.25554, -1.57132], [-1.19841, 1.37908, -1.50264], [-0.22137, 1.43231, -3.04698]],
  "atomic_forces_ev_per_a": [[-3.1, 0.8, 1.5], [1.1, 0.1, 1.6], [1.3, 0.2, -4.7], [-1.0, -0.4, -0.6], [-2.0, -2.6, 0.3], [-2.4, 1.7, 0.6], [0.0, -0.6, -0.8], [1.3, -0.1, -1.3], [0.9, 0.2, 2.3], [0.6, 0.2, 0.2], [0.1, 0.0, 0.5], [1.0, 1.4, 0.8], [0.6, 0.2, 0.0], [1.4, -0.6, -0.9], [0.3, -0.5, 0.6]],
  "lowdin_charge": [-0.037, -0.023, -0.218, -0.089, -0.267, -0.159, 0.076, 0.055, 0.136, 0.082, 0.093, 0.122, 0.057, 0.098, 0.075]
}


No. 3
{
  "formula": "C5H9N",
  "method": "ωB97M-V with the def2-TZVPD basis set",
  "spin_multiplicity": 1,
  "smiles": "C1CC1[C@@H]1CN1",
  "e_tot_ev": -6818.25396,
  "de_lowest_ev": 2.741,
  "homo_energy_ha": -0.34263,
  "symbols": ["C", "C", "C", "C", "C", "N", "H", "H", "H", "H", "H", "H", "H", "H", "H"],
  "positions_angstrom": [[0.01777, 1.62447, -0.95922], [-0.09447, 0.38739, -1.80899], [0.53362, 0.25882, -0.41893], [-0.37106, -0.36469, 0.62541], [0.37980, -1.00930, 1.83023], [-0.28389, -1.81717, 0.73032], [-0.92174, 2.09403, -0.54332], [0.64568, 2.54098, -1.15000], [0.64071, 0.32066, -2.61176], [-1.07654, -0.16439, -1.87850], [1.67722, 0.13463, -0.42146], [-1.32204, 0.19667, 0.71238], [1.48449, -1.10586, 1.98284], [-0.12189, -0.94560, 2.83456], [-1.18766, -2.15065, 1.07644]],
  "atomic_forces_ev_per_a": [[-0.7, 1.2, 0.8], [0.1, -0.4, 0.6], [0.2, 1.4, -1.0], [2.8, 0.0, 0.7], [-1.6, 0.2, 0.2], [-0.2, 0.5, 1.0], [0.8, -1.2, -0.2], [0.0, -1.7, -0.3], [-0.6, -0.2, -0.1], [1.2, 1.0, -0.4], [-2.1, 0.0, 0.4], [0.5, -0.7, 0.4], [-1.1, 0.3, -0.9], [0.3, -0.2, -1.2], [0.4, -0.1, -0.1]],
  "lowdin_charge": [-0.159, -0.143, -0.263, -0.318, -0.121, 0.004, 0.100, 0.102, 0.094, 0.121, 0.159, 0.143, 0.100, 0.094, 0.086]
}


No. 4
{
  "formula": "C5H9N",
  "method": "ωB97M-V with the def2-TZVPD basis set",
  "spin_multiplicity": 1,
  "smiles": "C#CCN(C)C",
  "e_tot_ev": -6817.88420,
  "de_lowest_ev": 3.111,
  "homo_energy_ha": -0.32443,
  "symbols": ["C", "C", "C", "N", "C", "C", "H", "H", "H", "H", "H", "H", "H", "H", "H"],
  "positions_angstrom": [[1.39595, 2.17409, -0.89893], [0.55362, 1.53348, -0.23993], [-0.37239, 0.63128, 0.57409], [-0.65327, -0.62844, -0.06936], [0.57785, -1.16865, -0.57755], [-1.26541, -1.58801, 0.85353], [2.04255, 2.79742, -1.48180], [0.15469, 0.44324, 1.56409], [-1.29273, 1.15451, 0.91441], [0.88799, -0.48637, -1.47691], [0.32023, -2.24231, -0.83108], [1.46432, -1.10446, 0.21385], [-2.20157, -1.25591, 1.38418], [-1.56150, -2.48731, 0.28064], [-0.57879, -1.91288, 1.65091]],
  "atomic_forces_ev_per_a": [[-3.2, -2.0, 2.3], [1.8, 1.4, -1.5], [0.8, 1.2, 1.2], [-0.5, 0.1, 0.6], [1.4, 0.0, -0.8], [-0.9, -0.3, 0.2], [-0.1, -0.2, 0.2], [-0.1, 0.1, -0.8], [0.4, -0.2, -0.7], [-0.4, -1.8, 1.5], [1.0, 1.2, -0.1], [-1.6, -0.4, -1.3], [0.9, 0.2, -0.8], [0.2, 0.4, 0.2], [0.2, 0.1, -0.1]],
  "lowdin_charge": [0.102, -0.108, -0.253, -0.311, -0.147, -0.124, 0.020, 0.126, 0.122, 0.101, 0.092, 0.121, 0.096, 0.083, 0.080]
}